[1]
ORCA calculation (ωB97M-V/def2-TZVPD) on a cluster of 3 separate species, C12H29ClNO7PS2Si in total.

Each line ends with the Löwdin charge.
Cartesian coordinates (Å):
O1 -1.54094 -2.72704 -0.21511  -0.168
H1 -7.10342 -2.84804 -0.29705  0.119
H2 -1.67077 1.57339 1.38229  0.071
C1 3.55676 -0.42237 0.83594  -0.133
H3 -7.83481 -3.60634 -2.51934  0.106
Si1 0.03562 -0.18435 0.97492  0.205
H4 6.88695 4.89164 1.41520  0.120
H5 -6.57913 -1.53736 -1.35368  0.114
C2 5.23454 3.94540 -0.64056  -0.216
H6 4.94477 4.51276 2.87389  0.109
H7 3.89645 5.46577 1.78575  0.108
C3 -0.93656 1.37164 0.60044  -0.391
C4 5.71191 5.37083 -0.34335  -0.213
S1 -6.06084 -5.06088 -1.93043  0.660
H8 3.17227 0.59376 0.87055  0.023
Cl1 0.84716 0.03723 2.84474  0.388
O2 -0.90559 -2.87566 2.26612  -0.327
H9 -0.21931 2.19717 0.63671  0.076
H10 0.77634 -1.12411 -1.11932  0.070
H11 -4.31552 -2.48711 -1.50794  0.116
H12 -2.30562 0.63266 -0.76750  0.050
S2 4.44053 3.36262 0.86931  0.658
H13 6.59710 5.61295 -0.92924  0.114
H14 -4.70594 -2.49922 0.20279  0.090
H15 1.61123 0.38336 -0.79719  0.082
C5 -4.84356 -4.44002 -0.75627  -0.216
H16 6.13305 6.48349 1.49285  0.115
C6 1.29698 -0.55950 -0.33708  -0.318
H17 4.50560 3.88894 -1.44493  0.101
O3 -7.04413 -5.83644 -1.21745  -0.323
H18 6.06009 3.26444 -0.83816  0.105
H19 -6.27623 -3.11268 -3.23814  0.106
C7 4.77676 4.82604 1.84635  -0.228
H20 2.23716 -2.14484 0.80379  0.093
O4 5.21366 2.27223 1.40434  -0.315
C8 2.54247 -1.34088 0.12943  -0.301
P1 -1.35498 -1.98294 1.19008  0.336
C9 -6.77264 -3.46522 -2.33426  -0.233
H21 -2.93520 -1.08766 2.28518  0.089
H22 -0.94773 1.22385 -1.46226  0.056
C10 -4.98635 -2.91539 -0.76053  -0.223
H23 -5.08841 -4.87656 0.21022  0.106
H24 4.52059 -0.40100 0.33260  0.070
H25 2.99659 -1.80979 -0.74393  0.097
O5 -2.84897 -1.41537 1.37710  -0.179
H26 4.93263 6.08586 -0.61323  0.117
H27 -3.86422 -4.78380 -1.07872  0.096
H28 3.70459 -0.71369 1.87452  0.066
N1 -1.60856 1.36531 -0.70840  -0.039
H29 -1.04507 -3.55832 -0.15989  0.089
C11 5.98624 5.45567 1.16484  -0.220
O6 -5.40373 -5.61877 -3.08401  -0.327
O7 3.02200 3.21242 0.65608  -0.335
C12 -6.44181 -2.59408 -1.12804  -0.219

Gap between HOMO and LUMO, eV: 9.514
SMILES: CCC[Si@@](Cl)(CN)P(=O)(O)O.O=S1(=O)CCCC1.O=S1(=O)CCCC1
Strongest force on any atom, eV/A: 0.57
2S+1: 1

---

[2]
ORCA calculation (ωB97M-V/def2-TZVPD) on a structure of composition C12H29N2O9PS3Si2 at a distorted geometry.

Each line ends with the Löwdin charge.
Cartesian coordinates (Å):
H1 -6.12287 2.44744 3.86496  0.120
O1 3.10333 1.44583 -1.26658  -0.273
C1 -5.17530 -1.78729 -2.40171  -0.217
N1 0.58709 -2.20843 -0.01235  -0.232
H2 -5.84705 -1.14607 -2.97982  0.121
O2 -6.83260 0.57478 0.83614  -0.337
O3 9.16492 1.13852 -0.59053  -0.114
O4 -5.68732 2.44851 -0.43654  -0.320
H3 -4.43428 -2.18998 0.85997  0.104
N2 3.22174 0.78101 1.58090  -0.050
H4 -4.73095 0.68515 2.41558  0.113
H5 -3.73030 2.70692 3.40607  0.120
H6 10.14188 1.35409 -0.79934  0.118
H7 9.84593 -2.04601 0.88305  0.080
H8 7.76692 -1.60686 -1.78042  0.108
H9 0.31692 1.09993 -1.76798  0.055
H10 -6.54364 -2.50171 -0.85690  0.123
O5 -0.04095 0.16680 -1.57253  -0.409
H11 9.88534 -0.71608 -1.36580  0.141
C2 -6.79356 3.00124 1.88818  -0.227
C3 -3.76565 -1.21727 -2.34979  -0.224
H12 -3.21061 -1.35856 -3.27874  0.113
C4 7.71574 -1.04705 -0.73792  -0.242
S1 -2.97761 -2.11263 -1.02580  0.667
S2 4.39930 3.59344 1.08469  0.615
H13 -4.07037 3.64304 1.94002  0.123
H14 -5.83126 -0.91647 -0.54069  0.080
H15 -3.77901 -0.15809 -2.07591  0.112
H16 -7.77788 2.64707 2.20473  0.106
O6 -2.38550 -3.31479 -1.57385  -0.320
H17 -5.89976 4.16109 3.49883  0.117
H18 -4.55920 -3.64966 -0.16883  0.108
C5 -4.43461 2.82895 2.57801  -0.222
C6 -5.84272 3.15395 3.07420  -0.221
O7 -2.22444 -1.17779 -0.21385  -0.380
H19 -0.30005 -2.47494 -0.51734  -0.006
H20 7.52986 -1.78233 0.17287  0.135
H21 -6.89527 3.93810 1.33354  0.109
C7 -4.47964 -2.55909 -0.16775  -0.217
Si1 2.88742 0.15704 -0.09063  0.197
H22 2.28559 2.04376 -1.13476  0.073
H23 -5.16298 -2.77757 -2.87250  0.120
H24 9.36298 -0.38653 1.83041  0.101
H25 -3.71891 1.36949 1.10467  0.109
H26 11.08564 -0.58416 0.93048  0.087
C8 9.17640 -0.34584 -0.48021  -0.351
C9 -4.56871 1.54986 1.76519  -0.233
S3 -6.04871 1.79332 0.80292  0.668
H27 5.70348 -2.30559 -1.88852  -0.007
C10 9.93417 -0.87639 0.90812  -0.090
O8 3.89106 -1.26192 -0.34993  -0.373
C11 3.84716 2.00956 1.41741  -0.641
Si2 5.18140 -0.96907 -1.50650  0.600
C12 -5.62465 -1.91411 -0.94685  -0.214
H28 0.41160 -2.48320 0.99968  0.050
H29 4.75018 -0.34791 -2.76115  -0.011
P1 0.72319 -0.40013 -0.08697  0.753
O9 6.57709 -0.11536 -0.78161  -0.312

Gap between HOMO and LUMO, eV: 7.253
Energy above the lowest of the compared OMol25 structures with the same formula, charge and spin, kcal per mole: 57.7
Strongest force on any atom, eV/A: 9.04
2S+1: 1

---

[3]
ORCA calculation (ωB97M-V/def2-TZVPD) on a structure of composition C12H30AsF12MnN2O4P at a distorted geometry.

Each line ends with the Löwdin charge.
Cartesian coordinates (Å):
H1 0.41300 1.42529 3.92390  0.105
O1 1.06894 1.53670 0.93732  -0.311
N1 1.95508 -1.60348 1.48940  -0.090
F1 -4.95695 -1.75901 1.64210  -0.292
H2 -1.16612 0.62026 4.20002  0.117
F2 2.17795 -0.13182 -0.72002  -0.213
C1 1.26204 -2.19631 2.61577  -0.166
H3 2.89561 -3.45469 1.20453  0.128
C2 -2.97595 3.98598 -3.34959  0.050
As1 -3.12241 -1.54474 1.35741  0.970
H4 0.81714 2.82034 -0.64233  0.116
H5 1.67892 -2.98598 3.24086  0.145
H6 0.05411 -1.34989 4.16831  0.144
F3 1.94278 -0.32959 -3.07966  -0.138
F4 3.84160 -1.38983 -2.14289  -0.155
C3 0.26531 2.51881 0.24798  -0.131
C4 2.36494 -2.76974 0.54321  -0.103
C5 0.82242 -0.99821 3.47975  -0.211
H7 -3.01874 1.46044 -2.29025  0.161
H8 -1.70342 2.55660 -0.64479  0.107
F5 -3.50871 -0.53166 -0.11695  -0.303
C6 -1.11260 1.83464 -0.08104  -0.125
O2 0.44171 -2.25692 -0.88488  -0.255
H9 2.77341 1.35899 2.13947  0.091
H10 0.52630 -3.76731 0.54753  0.129
F6 -3.02274 -0.03543 2.32930  -0.263
H11 0.16891 3.49053 0.73230  0.137
C7 -2.19561 1.74645 -2.94505  -0.044
H12 -0.90696 1.48824 2.77349  0.082
H13 -2.72441 5.02061 -3.58275  0.130
F7 -3.11633 -3.03245 0.34031  -0.269
F8 -2.80418 -2.47685 2.86609  -0.265
H14 -0.89165 0.01997 -2.87430  0.115
C8 -0.38396 0.83487 3.47183  -0.103
H15 0.32687 -3.26213 -2.68901  0.109
H16 -1.84701 0.20829 -0.82415  0.064
Mn1 0.56254 -0.36371 0.42187  0.935
H17 -2.41214 1.49959 -3.98441  0.166
O3 0.17626 -0.11868 2.65506  -0.268
H18 1.63441 -4.01586 -0.94958  0.144
C9 1.14897 -3.34475 -0.24102  -0.133
C10 -0.28813 -2.81112 -1.91024  -0.111
P1 3.10531 0.11436 -2.06200  0.285
N2 -0.91411 0.59138 -0.87934  -0.070
H19 -3.31355 3.53958 -4.28492  0.136
C11 -0.92002 0.96102 -2.32501  -0.102
C12 2.21624 2.14642 1.63193  -0.004
F9 2.33475 1.65861 -2.11989  -0.234
H20 -1.70454 1.51713 0.77738  0.110
H21 -1.00970 -3.53275 -1.52725  0.103
H22 2.93633 2.59647 0.94853  0.109
H23 -0.93593 -2.12397 -2.45454  0.083
H24 2.85541 -1.29006 1.82297  0.133
H25 0.28934 -2.51909 2.24460  0.109
F10 -1.44421 -1.39339 0.93205  -0.268
H26 1.68148 -0.55157 3.98039  0.140
H27 3.13363 -2.46081 -0.16514  0.101
H28 1.95023 2.78751 2.47237  0.100
H29 -0.08723 1.61963 -2.57161  0.115
F11 4.21752 0.67872 -1.08536  -0.119
H30 -3.58864 3.90497 -2.45173  0.154
F12 3.94801 0.69907 -3.30695  -0.145
O4 -1.91182 3.16006 -2.95146  0.067

Gap between HOMO and LUMO (spin up / spin down), eV: 9.146 / 4.011
Total charge: +1
⟨S²⟩: 12.006
Strongest force on any atom, eV/A: 4.85
2S+1: 7

---

[4]
ORCA calculation (ωB97M-V/def2-TZVPD) on a structure of composition C12H30BBa2F4O6 at a distorted geometry.

Each line ends with the Löwdin charge.
Cartesian coordinates (Å):
H1 3.72908 -2.76170 1.98971  0.110
H2 1.13023 -6.25246 0.45800  0.150
F1 0.95213 0.22141 1.05903  -0.042
H3 -0.57550 -3.33974 -2.19245  0.123
H4 3.15761 5.72216 -0.16860  0.118
H5 1.72056 -1.43920 -2.48368  0.120
H6 -1.52578 6.37094 -0.71632  0.147
C1 -4.01939 -2.32911 -0.84350  -0.062
Ba1 -0.97852 -1.77629 1.16027  2.026
C2 1.36831 -1.65318 -1.47180  -0.077
C3 2.12302 -4.49377 1.13566  -0.162
C4 0.85327 -5.28075 0.86783  -0.176
H7 -3.01362 5.20180 2.35716  0.088
H8 -2.66345 6.81643 1.86942  0.109
H9 -4.26265 -2.80118 0.11334  0.092
B1 1.24479 1.56212 0.63188  -1.289
H10 2.68747 -4.40610 0.20428  0.140
Ba2 0.13534 3.78524 2.71372  2.147
O1 -0.05283 -1.58330 -1.40433  -0.358
H11 1.71196 -2.65252 -1.19647  0.089
H12 2.63023 -1.39710 2.18479  0.087
F2 0.04490 2.30663 0.57564  -0.024
H13 2.71303 -4.95728 1.92484  0.149
H14 -1.16233 -5.64646 -1.35490  0.109
O2 -1.39672 5.31751 1.08882  -0.404
C5 -0.86754 6.29533 0.15134  -0.150
H15 3.20006 4.83827 1.18825  0.104
F3 2.09513 2.11204 1.64139  0.007
H16 1.88342 -0.91826 -0.86428  0.067
H17 -4.46922 -3.01068 -1.56689  0.113
H18 3.11208 -2.04895 0.56333  0.083
H19 0.99496 6.96017 -0.60784  0.151
H20 -1.25525 -6.12586 0.42700  0.101
H21 0.31947 -5.43735 1.80930  0.134
H22 -0.38235 -2.15951 -3.48614  0.154
C6 -1.18530 -5.32826 -0.31611  -0.070
O3 -0.01595 -4.54979 -0.00969  -0.282
C7 2.83179 -2.27938 1.58930  -0.081
C8 -2.69334 5.78834 1.49237  -0.076
C9 2.55134 4.94983 0.31236  -0.053
H23 -2.67907 -2.41189 -3.17282  0.153
H24 -3.40148 5.79022 0.66492  0.112
H25 -2.26819 -0.81438 -2.36639  0.142
H26 -4.41366 -1.31456 -0.86860  0.103
H27 2.42963 4.05900 -0.29379  0.094
F4 2.02689 1.48503 -0.49271  0.194
C10 -2.18347 -1.90241 -2.34491  -0.157
H28 -0.94076 7.28597 0.60945  0.136
O4 1.73065 -3.19317 1.59166  -0.303
C11 0.59080 6.01666 -0.23027  -0.185
O5 -2.59635 -2.33237 -1.04587  -0.400
H29 -2.14640 -4.81832 -0.16194  0.075
O6 1.29162 5.43847 0.86128  -0.353
H30 0.60972 5.37807 -1.11999  0.141
C12 -0.72039 -2.28635 -2.45605  -0.163

Gap between HOMO and LUMO, eV: 8.582
Total charge: +3
Strongest force on any atom, eV/A: 2.89
2S+1: 1

---

Among the records above, which one has the highest 2S+1? C12H30AsF12MnN2O4P

---

Which of these has the highest 2S+1? C12H30AsF12MnN2O4P

---

What is the 2S+1 in the second record? 1

---

The highest strongest force on any atom belongs to which entry? C12H29N2O9PS3Si2